# C20H25HfN4PS2

C20H25HfN4PS2 as an isolated structure in a non-equilibrium geometry (ωB97M-V with the def2-TZVPD basis set, the OMol25 dataset).

Calculated values
Strongest force on any atom = 3.175 eV/A
Calculated total energy = -59329.41233 eV
Charge = +4

Geometry (Å):
H (6.424, -0.634, 2.440)
H (3.147, 6.025, -0.217)
C (-3.706, -0.556, -1.121)
C (2.624, 3.872, -2.222)
C (-4.968, 1.458, -0.752)
C (-0.833, -1.546, 2.142)
N (-0.328, -0.335, 2.462)
C (2.314, 5.386, 0.078)
H (4.815, 1.557, 0.167)
H (4.994, -1.499, 2.854)
H (-5.783, -0.346, -1.569)
S (2.717, 3.694, -0.414)
H (3.472, 4.478, -2.544)
C (-0.955, -2.207, 4.447)
H (-3.919, 3.107, 0.118)
H (-1.713, -0.606, -3.348)
H (-0.203, -5.271, -2.675)
C (4.733, 0.016, 1.516)
H (0.296, 0.904, 4.006)
H (-0.355, -0.663, 5.823)
C (-4.900, 0.144, -1.180)
H (1.702, 4.367, -2.516)
C (-1.354, -2.503, -4.268)
Hf (0.686, 1.122, 0.619)
H (1.407, 5.713, -0.422)
C (-1.110, -2.516, 3.110)
H (-1.456, -3.494, 2.816)
N (-1.073, -1.845, 0.800)
H (-0.179, -3.722, -0.784)
C (-2.646, 1.401, -0.182)
C (-3.844, 2.090, -0.232)
H (-1.208, -2.929, 5.211)
H (2.697, 2.890, -2.682)
H (2.194, 5.427, 1.155)
N (5.419, -0.745, 2.331)
C (-0.529, -3.382, -1.747)
P (-0.991, -0.872, -0.589)
C (-0.911, -3.810, -4.084)
H (-1.664, -2.169, -5.247)
C (-0.993, -2.072, -1.930)
N (5.311, 0.975, 0.822)
C (-0.461, -0.948, 4.788)
H (-3.654, -1.580, -1.465)
H (-0.835, -4.480, -4.929)
H (-5.898, 2.005, -0.818)
H (6.313, 1.115, 0.890)
C (-1.375, -1.623, -3.205)
C (-2.565, 0.084, -0.631)
H (-1.494, -2.764, 0.667)
H (-1.730, 1.923, 0.205)
S (3.022, -0.314, 1.347)
C (-0.527, -4.251, -2.820)
C (-0.127, -0.072, 3.781)

The computed natural (NBO) charges, all in e, follow:
1. H 0.457
2. H 0.286
3. C -0.202
4. C -0.736
5. C -0.113
6. C 0.404
7. N -0.672
8. C -0.731
9. H 0.434
10. H 0.455
11. H 0.272
12. S 0.262
13. H 0.284
14. C -0.036
15. H 0.262
16. H 0.234
17. H 0.264
18. C 0.406
19. H 0.224
20. H 0.286
21. C -0.144
22. H 0.256
23. C -0.183
24. Hf 2.037
25. H 0.255
26. C -0.253
27. H 0.266
28. N -0.916
29. H 0.215
30. C -0.202
31. C -0.174
32. H 0.282
33. H 0.247
34. H 0.263
35. N -0.690
36. C -0.115
37. P 1.104
38. C -0.080
39. H 0.266
40. C -0.473
41. N -0.706
42. C -0.225
43. H 0.251
44. H 0.268
45. H 0.274
46. H 0.448
47. C -0.161
48. C -0.318
49. H 0.458
50. H 0.088
51. S -0.230
52. C -0.198
53. C 0.049

# C20H25N3O3

The molecule C20H25N3O3 (ωB97M-V with the def2-TZVPD basis set, the OMol25 dataset).

Calculated values
Strongest force on any atom = 0.540 eV/A
Calculated total energy = -31759.41370 eV
Structure (SMILES) = CCN(CC(=O)Nc1cccc(OC)c1)CC(=O)Nc1ccccc1C
Charge = 0

Geometry (Å):
H (1.424, -3.874, -1.681)
N (2.575, -0.161, -0.676)
H (2.929, -1.104, -0.770)
C (-1.208, -1.867, 0.980)
H (0.813, -1.184, 1.316)
C (0.635, -1.348, -1.378)
C (-0.693, -4.108, -1.355)
C (-2.965, 1.221, 0.032)
C (-5.258, -0.166, 0.712)
H (-6.312, 1.610, 0.117)
H (-2.701, 3.386, -1.744)
O (0.583, 0.967, -0.710)
C (0.316, -2.079, 0.924)
H (4.345, -1.739, 0.815)
H (-6.155, -0.706, 0.976)
H (-0.688, -5.140, -1.696)
H (3.870, 4.083, 0.398)
H (5.111, -1.525, -0.767)
C (-4.202, 1.829, -0.111)
C (5.641, 1.236, 0.772)
C (3.187, 2.131, -0.124)
C (-5.357, 1.123, 0.234)
H (0.549, -2.920, 1.581)
H (6.601, 0.889, 1.125)
H (-2.052, 1.734, -0.231)
H (-3.954, -1.791, 1.232)
O (-1.961, -2.757, 1.318)
H (6.071, 3.286, 1.200)
C (5.074, -1.151, 0.257)
H (-0.864, 0.045, 0.352)
C (-2.878, -0.084, 0.517)
C (1.250, -0.035, -0.897)
C (0.705, -3.733, -0.864)
N (-1.586, -0.615, 0.626)
N (0.894, -2.374, -0.382)
H (-2.599, 4.013, -0.075)
H (-3.649, 4.817, -1.269)
C (5.343, 2.587, 0.816)
C (-3.264, 3.856, -0.931)
C (4.729, 0.311, 0.287)
C (4.113, 3.032, 0.368)
H (-0.999, -3.475, -2.186)
C (-4.026, -0.784, 0.859)
H (-0.431, -1.183, -1.592)
H (1.126, -1.648, -2.310)
C (3.487, 0.775, -0.167)
H (6.051, -1.312, 0.705)
H (2.227, 2.472, -0.473)
H (0.992, -4.402, -0.049)
H (-1.420, -4.015, -0.554)
O (-4.393, 3.096, -0.576)

The computed natural (NBO) charges, all in e, follow:
1. H 0.185
2. N -0.624
3. H 0.420
4. C 0.661
5. H 0.203
6. C -0.328
7. C -0.649
8. C -0.315
9. C -0.172
10. H 0.222
11. H 0.177
12. O -0.640
13. C -0.312
14. H 0.220
15. H 0.214
16. H 0.216
17. H 0.215
18. H 0.214
19. C 0.316
20. C -0.189
21. C -0.245
22. C -0.281
23. H 0.230
24. H 0.208
25. H 0.223
26. H 0.252
27. O -0.618
28. H 0.214
29. C -0.642
30. H 0.428
31. C 0.164
32. C 0.691
33. C -0.202
34. N -0.622
35. N -0.443
36. H 0.177
37. H 0.199
38. C -0.223
39. C -0.253
40. C -0.068
41. C -0.203
42. H 0.199
43. C -0.277
44. H 0.207
45. H 0.220
46. C 0.212
47. H 0.229
48. H 0.245
49. H 0.199
50. H 0.239
51. O -0.492

# C20H25N3O3PtS2

C20H25N3O3PtS2 as an isolated structure in a non-equilibrium geometry (ωB97M-V with the def2-TZVPD basis set, the OMol25 dataset).

Calculated values
Strongest force on any atom = 3.456 eV/A
Multiplicity = 3
Calculated total energy = -56657.85592 eV
Charge = +2

Geometry (Å):
H (-4.163, 2.186, -2.556)
H (-4.467, -3.745, -4.146)
C (-2.836, 0.075, -1.229)
C (2.521, -1.164, -2.765)
C (-3.553, -3.655, -4.742)
H (2.570, -2.221, -3.079)
C (3.781, -0.721, 0.924)
H (-5.497, -5.203, -5.692)
N (1.846, -0.791, -0.348)
H (-2.019, -5.931, -7.581)
C (-4.666, -5.201, -6.432)
H (-2.280, -0.901, -4.898)
H (-2.358, 1.070, 1.324)
H (-3.180, 0.974, -4.195)
C (2.756, -1.033, -1.312)
C (2.410, -0.566, 0.923)
C (-2.120, -4.911, -8.008)
N (0.205, 0.031, 1.532)
H (-2.161, -1.835, -6.490)
H (-1.139, -4.673, -8.460)
H (-2.596, -0.098, 2.677)
C (-4.400, 1.121, -2.427)
H (-4.294, -6.244, -6.519)
H (-5.088, -4.952, -7.434)
C (-3.550, -4.225, -5.998)
H (-2.322, 1.647, 3.041)
S (4.344, -1.155, -0.634)
C (-2.058, 0.815, 2.355)
O (-0.478, -1.213, -2.212)
C (1.739, 0.418, 3.206)
H (0.107, -2.785, -4.235)
C (-1.467, -0.957, -2.981)
O (-3.958, 0.731, -1.078)
C (-2.466, -3.932, -6.887)
H (4.365, -0.547, 1.807)
H (2.703, 0.430, 3.693)
H (1.544, -0.770, -3.051)
H (3.295, -0.622, -3.331)
H (-2.854, -4.957, -8.848)
C (-1.501, -1.390, -4.326)
C (-0.602, 0.592, 2.452)
S (0.278, 0.979, 3.921)
Pt (-0.103, -0.579, -0.320)
H (0.009, -1.742, -5.794)
C (-1.667, -2.798, -6.655)
H (-4.122, -0.513, -3.889)
O (-2.136, -0.288, -0.233)
C (-3.582, 0.323, -3.405)
N (-2.520, -0.171, -2.526)
C (-0.542, -2.208, -4.919)
H (-2.614, -3.478, -4.193)
H (-5.473, 0.934, -2.503)
H (-0.729, -2.822, -7.218)
C (1.545, -0.095, 1.937)

The computed Mulliken charges, all in e, follow:
1. H 0.280
2. H 0.309
3. C 0.571
4. C -0.886
5. C -1.053
6. H 0.300
7. C -0.349
8. H 0.386
9. N -0.172
10. H 0.342
11. C -1.433
12. H 0.552
13. H 0.068
14. H 0.408
15. C 0.661
16. C 0.003
17. C -1.435
18. N -0.119
19. H 0.251
20. H 0.379
21. H 0.287
22. C -0.466
23. H 0.324
24. H 0.322
25. C 0.980
26. H 0.440
27. S -0.104
28. C -0.784
29. O -0.973
30. C -0.311
31. H 0.236
32. C 0.483
33. O -0.331
34. C 0.678
35. H 0.438
36. H 0.409
37. H 0.021
38. H 0.469
39. H 0.337
40. C -0.276
41. C 0.577
42. S -0.074
43. Pt 0.746
44. H 0.343
45. C -0.705
46. H 0.346
47. O -0.722
48. C -0.637
49. N 0.302
50. C -0.715
51. H 0.408
52. H 0.353
53. H 0.455
54. C 0.080

# C20H25N3O3S

The molecule C20H25N3O3S (ωB97M-V with the def2-TZVPD basis set, the OMol25 dataset).

Calculated values
Strongest force on any atom = 0.611 eV/A
Calculated total energy = -42594.95126 eV
Structure (SMILES) = CCCCCNC(=O)c1cccnc1SCC(=O)Nc1ccccc1OC
Charge = 0

Geometry (Å):
C (2.834, 0.636, 1.347)
H (2.084, 5.593, -0.474)
H (-0.085, -2.025, -0.143)
C (-2.804, -3.863, 0.301)
H (0.356, -1.265, -2.386)
O (1.418, 2.953, 2.097)
C (1.288, 2.511, 0.970)
H (1.712, -1.990, 3.063)
H (4.155, -1.036, 1.664)
H (-3.316, -3.713, -0.635)
C (-1.619, -3.184, 0.536)
C (-3.323, -4.712, 1.266)
N (1.547, -1.009, -0.429)
C (-1.566, -1.788, -1.509)
N (0.781, 3.218, -0.055)
H (1.523, 4.264, -2.466)
H (-1.380, 4.883, -4.784)
C (-0.402, 5.136, -2.873)
C (1.008, 5.212, -2.291)
C (2.609, -1.440, 0.229)
C (0.286, 4.566, 0.089)
H (0.226, -2.366, 3.967)
H (-0.973, -4.357, 3.658)
H (-3.057, -5.549, 3.217)
H (3.304, 1.293, 2.065)
C (-1.473, -4.210, 2.714)
H (0.607, 6.544, -0.648)
C (-0.370, 4.942, -4.385)
H (-0.938, 6.059, -2.638)
H (-4.246, -5.235, 1.074)
N (-1.029, -2.318, -0.388)
H (0.153, 4.022, -4.640)
C (-0.614, -0.809, -2.192)
H (1.567, 5.982, -2.828)
C (0.877, -2.684, 3.147)
S (-0.310, 0.682, -1.187)
H (2.895, -2.462, 0.019)
C (3.297, -0.653, 1.134)
H (-0.782, 4.584, -0.148)
H (0.416, 4.835, 1.139)
H (-0.950, 4.307, -2.423)
H (-1.071, -0.450, -3.113)
C (1.739, 1.120, 0.641)
C (-0.946, -3.355, 1.762)
H (1.260, -3.689, 3.353)
O (0.211, -2.629, 1.910)
H (0.720, 2.807, -0.973)
H (0.142, 5.771, -4.868)
C (1.118, 0.232, -0.250)
C (-2.659, -4.887, 2.463)
O (-2.662, -2.027, -1.964)
C (1.043, 5.555, -0.800)

The computed natural (NBO) charges, all in e, follow:
1. C -0.095
2. H 0.208
3. H 0.442
4. C -0.218
5. H 0.266
6. O -0.620
7. C 0.661
8. H 0.201
9. H 0.227
10. H 0.253
11. C 0.092
12. C -0.223
13. N -0.512
14. C 0.673
15. N -0.611
16. H 0.189
17. H 0.210
18. C -0.399
19. C -0.399
20. C 0.079
21. C -0.231
22. H 0.183
23. H 0.217
24. H 0.212
25. H 0.243
26. C -0.302
27. H 0.206
28. C -0.599
29. H 0.197
30. H 0.214
31. N -0.632
32. H 0.201
33. C -0.618
34. H 0.207
35. C -0.250
36. S 0.259
37. H 0.202
38. C -0.290
39. H 0.193
40. H 0.241
41. H 0.192
42. H 0.256
43. C -0.198
44. C 0.335
45. H 0.176
46. O -0.531
47. H 0.405
48. H 0.201
49. C 0.101
50. C -0.215
51. O -0.603
52. C -0.396

> charge of number 2 (C20H25N3O3)?

0

> Among the records above, which one has the highest strongest force on any atom?

C20H25N3O3PtS2